Entry from the Open Molecules 2025 dataset: a 6-piece molecular cluster, C23H50BrIN9O5 overall at a distorted geometry (ωB97M-V/def2-TZVPD).

* gap between HOMO and LUMO: 6.47 eV
* strongest force on any atom: 6.33 eV/A
* total charge: +1
* E_HOMO: -10.83 eV
* 2S+1: 1

Positions of all 89 atoms, in Å:
C  4.3587  -2.4970  1.1542
C  2.7421  -2.7398  0.8002
I  2.6994  -4.1587  -0.8775
C  2.1352  -1.2548  0.4571
C  0.5000  -1.1644  0.4092
C  -0.3488  -2.0020  -0.7145
N  -1.3953  -2.7392  0.0937
C  -1.3508  -4.2508  0.1051
C  -1.0008  -4.9233  1.5614
N  -0.1957  -6.0652  1.5681
C  -1.6778  -2.0348  1.4157
N  -2.8384  -1.9864  2.1496
Br  -4.3640  -2.8892  1.5030
N  -0.3128  -1.3640  1.6771
H  4.5953  -1.3935  1.4695
H  4.7747  -3.3026  1.9088
H  4.9460  -2.6839  0.1338
H  2.2450  -3.2024  1.7814
H  2.6276  -0.7654  -0.5137
H  2.4806  -0.5435  1.3519
H  0.3312  -0.0399  0.0739
H  -0.9779  -1.1619  -1.2569
H  0.1976  -2.5329  -1.6024
H  -2.4138  -4.6182  -0.2818
H  -0.5606  -4.6586  -0.6819
H  -1.3942  -4.5473  2.6040
H  0.0716  -6.3331  0.5952
H  -2.8398  -1.4279  3.0541
H  -0.6677  -0.3684  1.8068
C  -1.5733  1.6362  -3.2795
O  -0.7580  1.0070  -2.6160
N  -2.9249  1.3724  -3.3444
C  -3.8272  2.1646  -4.1547
C  -3.4626  0.2674  -2.5781
H  -1.2716  2.4963  -3.8997
H  -4.5877  2.6091  -3.5063
H  -4.3073  1.5129  -4.8902
H  -3.2909  2.9615  -4.6773
H  -3.2506  0.4332  -1.5174
H  -2.9716  -0.6578  -2.8948
H  -4.5422  0.1814  -2.7286
C  -0.2736  1.7551  -6.9571
O  -0.9542  2.5333  -6.2998
N  1.0717  1.5172  -6.7719
C  1.8090  0.5788  -7.5928
C  1.7728  2.2278  -5.7227
H  -0.7069  1.1631  -7.7800
H  2.2285  -0.2004  -6.9501
H  2.6187  1.1117  -8.0995
H  1.1604  0.1158  -8.3416
H  1.3032  1.9977  -4.7615
H  1.6915  3.3037  -5.9055
H  2.8267  1.9375  -5.6964
C  8.1057  -2.2052  2.8469
O  7.0204  -1.6464  2.9496
N  8.9366  -2.1415  1.7485
C  10.2088  -2.8326  1.7029
C  8.5261  -1.3583  0.6016
H  8.5140  -2.8266  3.6609
H  11.0059  -2.0979  1.5577
H  10.2003  -3.5351  0.8647
H  10.3921  -3.3824  2.6302
H  8.3787  -0.3199  0.9138
H  7.5768  -1.7505  0.2240
H  9.2822  -1.4018  -0.1871
C  -3.9086  0.8653  5.9142
O  -3.4519  -0.2714  5.9023
N  -4.9749  1.3060  5.1593
C  -5.4577  2.6699  5.2292
C  -5.6354  0.3765  4.2666
H  -3.4812  1.6521  6.5573
H  -6.5035  2.6593  5.5494
H  -5.3824  3.1234  4.2368
H  -4.8710  3.2598  5.9388
H  -6.0220  -0.4644  4.8504
H  -4.9062  -0.0025  3.5440
H  -6.4576  0.8662  3.7376
C  -4.0100  4.3431  2.7892
O  -5.0954  4.9019  2.8919
N  -3.1791  4.4069  1.6908
C  -1.9069  3.7158  1.6452
C  -3.5897  5.1901  0.5439
H  -3.6018  3.7217  3.6032
H  -1.1098  4.4505  1.5000
H  -1.9155  3.0132  0.8070
H  -1.7236  3.1659  2.5725
H  -3.7371  6.2284  0.8561
H  -4.5390  4.7979  0.1663
H  -2.8336  5.1465  -0.2448

***

Entry from the Open Molecules 2025 dataset: a 3-piece molecular cluster, C23H50ClN6O5 overall at a distorted geometry (ωB97M-V/def2-TZVPD).

* gap between HOMO and LUMO: 8.45 eV
* strongest force on any atom: 2.93 eV/A
* total charge: +1
* E_HOMO: -11.15 eV
* 2S+1: 1

Positions of all 85 atoms, in Å:
C  2.4990  -1.3260  -0.8054
C  1.0787  -1.3408  -1.3044
O  0.9141  -0.8067  -2.6510
N  0.4260  0.4726  -2.6478
C  -1.0035  0.7709  -2.6489
C  -1.8493  -0.2597  -1.9179
C  -3.2885  0.2644  -1.8724
C  -4.1898  -0.5230  -0.9185
C  -5.2090  0.4126  -0.2346
C  -6.6239  -0.1472  -0.2092
C  -7.6138  0.9698  0.1997
C  -8.7760  1.1760  -0.7585
O  -8.4473  2.0064  -1.8519
C  -7.8599  1.3320  -2.9428
C  1.3099  1.4430  -2.7042
N  1.0462  2.7627  -2.6994
C  2.1787  3.3741  -2.7355
C  2.2977  4.8388  -2.6568
C  2.4802  5.2774  -1.1820
O  2.4062  6.4262  -0.8131
Cl  2.7772  3.9312  -0.0357
N  3.1868  2.5113  -2.8233
N  2.6284  1.2878  -2.7844
H  2.4801  -1.7612  0.1859
H  3.1751  -1.9380  -1.3904
H  2.9084  -0.3316  -0.6795
H  0.7157  -2.3548  -1.2827
H  0.4861  -0.7371  -0.6355
H  -1.3774  0.8461  -3.6661
H  -1.1876  1.7220  -2.1823
H  -1.4908  -0.3962  -0.9044
H  -1.8017  -1.2268  -2.4026
H  -3.2100  1.2804  -1.5041
H  -3.6523  0.2791  -2.8929
H  -3.6231  -1.1064  -0.2041
H  -4.7576  -1.2224  -1.5217
H  -4.8608  0.6386  0.7662
H  -5.2651  1.3222  -0.8157
H  -6.6948  -0.9321  0.5292
H  -6.8971  -0.5171  -1.1853
H  -7.9997  0.8131  1.1995
H  -7.0894  1.9165  0.2307
H  -9.5500  1.7138  -0.2252
H  -9.2164  0.2363  -1.0848
H  -6.7720  1.4081  -2.8777
H  -8.1131  0.2754  -2.9512
H  -8.1730  1.7729  -3.8782
H  3.1085  5.2319  -3.2508
H  1.3422  5.2465  -2.9406
H  4.1742  2.6820  -2.8734
H  3.1530  0.4280  -2.8077
C  5.4487  -4.7286  2.9950
C  6.3379  -4.3211  1.8245
C  6.7595  -2.8447  1.8534
O  5.7474  -1.9350  1.4519
C  4.8200  -1.5845  2.4598
N  5.6656  -4.6786  0.5711
H  4.4252  -4.3719  2.8771
H  5.4018  -5.8141  3.0697
H  5.8391  -4.3448  3.9395
H  7.2544  -4.9129  1.8918
H  7.5704  -2.7102  1.1335
H  7.1576  -2.5629  2.8358
H  5.2880  -1.5337  3.4460
H  3.9841  -2.2910  2.4799
H  4.4218  -0.5976  2.2144
H  6.2969  -4.5081  -0.2069
H  4.9112  -4.0127  0.4288
C  1.2648  1.4461  3.8509
C  0.8446  1.5523  2.3891
C  -0.2431  0.5510  1.9768
O  0.2169  -0.7738  1.7752
C  0.3381  -1.5618  2.9522
N  2.0371  1.4343  1.5425
H  1.9049  0.5829  4.0330
H  1.8291  2.3304  4.1437
H  0.3955  1.3722  4.5059
H  0.4254  2.5523  2.2430
H  -0.6392  0.8691  1.0047
H  -1.0842  0.5635  2.6797
H  -0.4393  -1.3193  3.6797
H  1.3233  -1.4405  3.4077
H  0.2285  -2.6064  2.6628
H  1.7666  1.5998  0.5762
H  2.3217  0.4572  1.5551

***

Entry from the Open Molecules 2025 dataset: a 2-piece molecular cluster, C23H50FNO3P overall (ωB97M-V/def2-TZVPD).

* gap between HOMO and LUMO: 10.09 eV
* strongest force on any atom: 0.40 eV/A
* total charge: +1
* E_HOMO: -12.52 eV
* 2S+1: 1

Positions of all 79 atoms, in Å:
C  -4.5134  4.0713  1.1027
O  -4.3706  4.2811  -0.2831
C  -3.1778  3.7595  -0.8112
C  -3.2823  3.7812  -2.3273
C  -4.1105  2.6201  -2.8968
C  -3.2757  1.4411  -3.4300
C  -3.4703  0.1193  -2.6728
C  -2.2089  -0.7495  -2.6151
C  -2.1286  -1.6324  -1.3628
C  -1.3974  -0.9370  -0.2084
C  -0.7575  -1.9039  0.7851
C  0.0784  -1.2845  1.9274
C  0.7753  0.0183  1.5744
C  2.0477  0.3178  2.3392
O  2.7176  1.4226  1.7732
C  1.9633  2.5989  1.7920
C  0.5494  2.4643  1.1928
P  0.5265  2.4938  -0.6563
O  1.2773  1.4298  -1.3527
N  -0.1515  1.2299  1.7152
C  -0.6905  1.4237  3.1108
C  -2.0832  0.8265  3.3518
F  -2.8906  1.8247  3.8771
H  -3.6152  4.3917  1.6462
H  -4.7149  3.0154  1.3250
H  -5.3541  4.6728  1.4441
H  -2.3172  4.3513  -0.4582
H  -3.0412  2.7203  -0.4505
H  -3.7320  4.7393  -2.5975
H  -2.2746  3.7815  -2.7578
H  -4.7513  3.0001  -3.6932
H  -4.7851  2.2663  -2.1099
H  -3.5147  1.2873  -4.4845
H  -2.2108  1.7036  -3.4040
H  -3.8169  0.3291  -1.6526
H  -4.2713  -0.4600  -3.1402
H  -2.1481  -1.3795  -3.5046
H  -1.3311  -0.0929  -2.6513
H  -3.1464  -1.8641  -1.0341
H  -1.6404  -2.5830  -1.5885
H  -2.1325  -0.3008  0.3043
H  -0.6349  -0.2793  -0.6494
H  -1.5434  -2.5232  1.2251
H  -0.1097  -2.5776  0.2184
H  -0.5108  -1.1829  2.8448
H  0.8733  -1.9926  2.1799
H  1.0723  -0.0040  0.5223
H  2.7102  -0.5342  2.2280
H  1.8786  0.4713  3.4144
H  1.8848  3.0015  2.8127
H  2.5113  3.3327  1.1964
H  -0.0253  3.3334  1.5290
H  -0.8639  2.5050  -0.9041
H  0.9130  3.8247  -0.8821
H  -0.9556  1.0581  1.1026
H  -0.7674  2.4958  3.2873
H  0.0362  1.0262  3.8135
H  -2.5422  0.4725  2.4256
H  -2.0541  -0.0044  4.0579
C  5.8615  -5.3489  0.1428
C  5.3138  -4.0600  0.7460
C  3.7923  -3.9477  0.6597
C  3.2265  -3.9490  -0.7619
C  3.7732  -2.8597  -1.6859
C  3.4531  -1.4339  -1.2436
H  5.6355  -5.4262  -0.9215
H  6.9447  -5.3998  0.2502
H  5.4356  -6.2232  0.6394
H  5.7785  -3.1996  0.2566
H  5.6070  -4.0026  1.7973
H  3.4833  -3.0375  1.1799
H  3.3438  -4.7790  1.2134
H  2.1341  -3.8528  -0.7104
H  3.4145  -4.9245  -1.2155
H  3.3536  -3.0174  -2.6821
H  4.8540  -2.9761  -1.7957
H  2.3710  -1.2853  -1.1783
H  3.8317  -0.7034  -1.9574
H  3.8910  -1.1913  -0.2733

***

Entry from the Open Molecules 2025 dataset: C23H50GeO3P2Si3V as an isolated structure (ωB97M-V/def2-TZVPD).

* gap between HOMO and LUMO (alpha / beta): 8.32 / 8.88 eV
* strongest force on any atom: 0.53 eV/A
* relative energy (zero: lowest compared OMol25 entry of this formula, charge and spin): 0.0 kJ/mol
* total charge: +2
* E_HOMO (alpha / beta): -13.79 / -14.21 eV
* 2S+1: 4

Positions of all 83 atoms, in Å:
V  0.7655  0.3853  -0.3227
C  1.6729  -2.0204  -3.0196
P  2.2717  -1.2518  -1.4848
C  2.8030  -2.6615  -0.4729
C  3.8128  -0.4085  -1.9579
C  4.8093  -1.1159  -2.6304
C  5.9929  -0.4964  -2.9916
C  6.1983  0.8424  -2.6799
C  5.2186  1.5530  -2.0079
C  4.0199  0.9393  -1.6431
P  2.7580  1.8899  -0.7437
C  2.5760  3.4457  -1.6623
C  3.5683  2.3760  0.8100
H  1.3601  -1.2624  -3.7374
H  0.8213  -2.6648  -2.7984
H  2.4561  -2.6254  -3.4768
H  1.9355  -3.2711  -0.2194
H  3.2684  -2.2972  0.4426
H  3.5204  -3.2819  -1.0108
H  4.6685  -2.1612  -2.8783
H  6.7576  -1.0541  -3.5149
H  7.1224  1.3295  -2.9599
H  5.3971  2.5941  -1.7678
H  2.2274  3.2497  -2.6758
H  3.5265  3.9768  -1.7126
H  1.8505  4.0857  -1.1581
H  2.9246  3.0572  1.3678
H  4.5162  2.8764  0.6096
H  3.7512  1.4936  1.4224
C  0.5373  -3.3484  2.4376
C  0.1104  -1.9547  2.9137
C  0.9004  -1.5249  4.1398
O  -1.2943  -1.9157  3.1356
C  0.3190  -0.9964  1.7599
O  1.3001  -0.2498  1.6064
O  -0.5583  -0.9912  0.7878
H  0.3501  -4.0568  3.2455
H  1.6014  -3.3859  2.2077
H  -0.0484  -3.6512  1.5698
H  0.7405  -2.2567  4.9333
H  0.5768  -0.5506  4.4997
H  1.9684  -1.4876  3.9316
H  -1.4900  -2.4509  3.9143
C  -4.6133  -1.0460  2.5352
Si  -4.0649  -1.3016  0.7769
C  -3.3959  -3.0200  0.4482
C  -5.4214  -0.8084  -0.4018
Ge  -2.1669  0.1522  0.3606
Si  -1.7797  2.1152  1.7198
C  -1.2759  1.5632  3.4240
C  -3.3909  3.0451  1.6604
C  -0.4122  3.1449  0.9394
Si  -1.9296  0.4989  -2.0212
C  -0.2980  1.3009  -2.5491
C  -2.1329  -1.1243  -2.9110
C  -3.2911  1.7519  -2.2760
H  -5.4415  -1.7236  2.7582
H  -4.9718  -0.0280  2.6991
H  -3.8082  -1.2508  3.2423
H  -3.4850  -3.6370  1.3434
H  -2.3421  -3.0119  0.1650
H  -3.9558  -3.5029  -0.3549
H  -6.2876  -1.4531  -0.2314
H  -5.1460  -0.9147  -1.4525
H  -5.7506  0.2188  -0.2303
H  -1.9577  0.8120  3.8261
H  -1.2758  2.4194  4.1036
H  -0.2657  1.1547  3.4254
H  -4.2011  2.4590  2.0983
H  -3.6681  3.2889  0.6319
H  -3.3269  3.9853  2.2117
H  0.5507  2.6144  0.9147
H  -0.2304  4.0586  1.5107
H  -0.6691  3.4403  -0.0811
H  0.6332  0.7186  -2.4543
H  -0.1464  2.2966  -2.1270
H  -0.3930  1.4333  -3.6317
H  -1.4421  -1.8765  -2.5229
H  -1.9514  -1.0212  -3.9832
H  -3.1427  -1.5175  -2.7801
H  -2.9946  2.7272  -1.8818
H  -4.2159  1.4532  -1.7783
H  -3.5262  1.8840  -3.3345

***

Entry from the Open Molecules 2025 dataset: a 3-piece molecular cluster, C23H50N3O9P2S overall at a distorted geometry (ωB97M-V/def2-TZVPD).

* gap between HOMO and LUMO: 8.63 eV
* strongest force on any atom: 6.86 eV/A
* total charge: +1
* E_HOMO: -11.39 eV
* 2S+1: 1

Positions of all 88 atoms, in Å:
C  2.3052  -3.8755  3.4555
C  2.8408  -2.6785  3.6783
N  1.9430  -1.5828  3.9681
C  1.0650  -1.0781  3.1477
N  0.1414  -0.0975  3.5319
C  0.4238  1.2846  3.0642
C  1.5919  2.0072  3.7633
C  1.8278  1.6638  5.2439
S  0.3341  1.5997  6.2886
C  -1.0215  -0.5091  2.7128
C  -0.4538  -1.0891  1.3783
N  0.8864  -1.4830  1.8696
C  1.9720  -1.5349  0.9159
C  2.5833  -0.1189  0.7122
C  3.9973  -0.1334  0.1798
O  3.6039  0.2122  1.5929
H  2.9329  -4.7584  3.5396
H  1.2455  -4.0704  3.3171
H  3.8050  -2.4762  3.2184
H  1.9491  -1.1916  4.9015
H  0.5823  1.3721  1.9824
H  -0.4769  1.8597  3.2794
H  1.3513  3.0756  3.7365
H  2.5284  1.9164  3.2039
H  2.4413  0.7726  5.3857
H  2.4322  2.4779  5.6517
H  -0.3362  2.7129  5.9364
H  -1.8177  0.2237  2.6033
H  -1.5329  -1.3678  3.1696
H  -0.3862  -0.2395  0.6952
H  -0.9123  -2.0068  1.0261
H  1.7278  -1.8548  -0.0970
H  2.8946  -2.0443  1.1916
H  1.9158  0.6611  0.3426
H  4.3950  0.8250  -0.1262
H  4.6303  -0.9912  0.3691
O  4.5768  -2.7038  -5.0861
P  3.3373  -3.4696  -5.3698
O  2.6980  -2.7988  -6.6943
C  3.3475  -2.9884  -7.9593
C  3.0562  -4.3569  -8.5475
O  2.3219  -2.8320  -4.2371
C  2.8388  -2.2058  -3.0733
C  2.8372  -0.6980  -3.2276
O  2.4277  -4.8242  -5.4553
C  2.7140  -5.9203  -4.5523
C  2.1001  -5.7098  -3.1798
H  4.4244  -2.8311  -7.8526
H  2.9645  -2.2140  -8.6220
H  3.5183  -5.1473  -7.9525
H  3.4427  -4.4270  -9.5645
H  1.9835  -4.5483  -8.5611
H  3.8379  -2.5762  -2.8378
H  2.1868  -2.4914  -2.2395
H  3.3426  -0.3853  -4.1401
H  3.3269  -0.2184  -2.3773
H  1.8131  -0.3241  -3.2924
H  3.7923  -6.0743  -4.4780
H  2.2873  -6.8113  -5.0103
H  2.6794  -4.9916  -2.5972
H  2.0858  -6.6477  -2.6234
H  1.0845  -5.3253  -3.2632
O  -4.1266  2.3659  1.6243
P  -4.5051  3.7680  1.2882
O  -3.4650  4.6933  2.1282
C  -2.0982  4.7145  1.7294
C  -1.8626  5.6031  0.5207
O  -5.8419  3.9648  2.2068
C  -6.6127  2.8421  2.6444
C  -6.2759  2.4808  4.0757
O  -4.9693  4.9761  0.2962
C  -5.8235  4.6684  -0.8381
C  -7.2846  4.5598  -0.4439
H  -1.7599  3.6889  1.5366
H  -1.5296  5.0978  2.5776
H  -2.3380  5.1887  -0.3703
H  -0.7950  5.7059  0.3202
H  -2.2900  6.5914  0.6840
H  -6.4752  1.9900  1.9785
H  -7.6634  3.1322  2.5791
H  -5.2031  2.3410  4.2098
H  -6.7889  1.5652  4.3738
H  -6.5790  3.2828  4.7500
H  -5.4818  3.7544  -1.3281
H  -5.6949  5.4861  -1.5454
H  -7.4888  3.6098  0.0508
H  -7.9199  4.6110  -1.3285
H  -7.5624  5.3563  0.2444